# 1
8 unconnected molecules or ions with the total composition C40H104N8O12 in a non-equilibrium geometry. Source: the OMol25 dataset; level of theory: wB97M-V/def2-TZVPD.

Last column: Mulliken charge in e.
Positions of all 164 atoms, in Å:
C 18.98556 13.53126 -10.80931  -0.747
O 18.44254 14.90387 -10.83522  -0.344
C 18.45720 15.58168 -12.04971  -0.582
C 17.36279 14.96358 -13.03753  -0.500
N 15.97939 15.17813 -12.42505  -0.393
C 14.95823 14.49221 -13.22250  -0.126
C 13.62340 14.61619 -12.49579  -0.997
O 13.27230 13.75538 -11.39343  -0.436
C 12.93732 12.41340 -11.74519  -1.125
H 18.85401 13.10902 -11.80556  0.231
H 18.53645 12.83530 -10.10077  0.284
H 20.06798 13.41144 -10.85526  0.357
H 19.49437 15.67977 -12.37027  0.399
H 18.28605 16.61449 -11.74621  0.245
H 17.52709 13.96075 -13.43178  0.283
H 17.33720 15.57374 -13.94039  0.351
H 16.05753 14.88790 -11.46081  0.318
H 15.22812 13.44101 -13.32369  0.260
H 14.78287 15.04797 -14.14363  0.283
H 12.81669 14.58235 -13.22802  0.486
H 13.51060 15.63934 -12.13727  0.449
H 12.14510 12.00486 -11.11783  0.196
H 13.79738 11.74752 -11.81604  0.334
H 12.58827 12.16903 -12.74846  0.696
C 14.54762 1.94343 -8.24761  -0.791
O 13.19597 2.21865 -8.60669  -0.315
C 12.35924 2.55564 -7.53256  -0.655
C 11.00759 3.10959 -8.06787  -0.772
N 11.13760 3.97110 -9.26650  -0.089
C 9.78286 4.14055 -9.72822  -1.028
C 9.72806 4.97915 -11.10515  0.162
O 9.91024 4.04524 -12.09069  -0.356
C 9.81703 4.54399 -13.39462  -0.579
H 15.00703 1.53113 -9.14597  0.236
H 14.66992 1.15852 -7.50124  0.306
H 14.98947 2.87803 -7.90209  0.329
H 12.74334 3.16311 -6.71309  0.406
H 12.24530 1.64662 -6.94196  0.419
H 10.49049 3.50801 -7.19497  0.368
H 10.49341 2.17984 -8.31135  0.372
H 11.66870 3.35323 -9.86338  0.215
H 9.15784 4.49896 -8.91031  0.514
H 9.43614 3.13905 -9.98291  0.429
H 10.49203 5.75559 -11.14498  -0.355
H 8.77257 5.49526 -11.19884  0.463
H 9.97133 5.60979 -13.56300  0.152
H 8.82391 4.26670 -13.74808  0.294
H 10.53980 3.96090 -13.96533  0.226
C 2.59843 12.27320 -22.28194  -0.677
O 3.84226 12.15923 -21.57565  -0.337
C 3.81510 11.11700 -20.60433  -0.656
C 5.11958 11.26295 -19.73764  -0.135
N 5.27704 10.29379 -18.59302  -0.494
C 6.66763 10.34510 -18.28425  -0.445
C 6.90999 9.30809 -17.16515  -0.785
O 6.64451 9.94499 -15.94936  -0.067
C 6.62927 8.93070 -14.94596  -1.246
H 2.62612 12.80656 -23.23212  0.257
H 1.97288 12.94886 -21.69861  0.260
H 2.17730 11.27801 -22.42459  0.288
H 3.53015 10.13868 -20.99134  0.382
H 3.02485 11.38188 -19.90187  0.349
H 5.16658 12.30025 -19.40613  -0.014
H 5.84967 11.04161 -20.51614  0.278
H 4.96051 10.81063 -17.78507  0.367
H 7.08835 11.29996 -17.96905  0.154
H 7.25002 10.11060 -19.17528  0.571
H 7.97203 9.13039 -17.33426  0.343
H 6.37404 8.38820 -17.39895  0.405
H 6.75924 9.21992 -13.90310  0.338
H 7.37487 8.13961 -15.02574  0.443
H 5.65327 8.44661 -14.98024  0.365
C 9.90113 10.08205 -9.60020  -0.043
O 10.58503 10.01388 -8.34751  -0.449
C 11.73936 9.18171 -8.35855  -0.261
C 12.91244 9.94447 -7.65497  -0.937
N 13.74308 10.62168 -8.67767  0.429
C 14.58828 11.77047 -8.27496  -0.688
C 15.68680 11.36511 -7.16134  -0.411
O 16.69152 12.44025 -6.98176  -0.390
C 16.16747 13.67227 -6.52107  -0.683
H 9.97979 9.10119 -10.06905  0.087
H 10.44794 10.80631 -10.20397  -0.076
H 8.89080 10.47092 -9.47326  0.339
H 11.99624 8.75777 -9.32932  -0.037
H 11.42671 8.34289 -7.73668  0.442
H 13.46679 9.18621 -7.10195  0.443
H 12.45291 10.56043 -6.88196  0.351
H 13.19492 10.95839 -9.45628  -0.139
H 13.99822 12.53095 -7.76350  0.341
H 15.07173 12.21279 -9.14601  0.357
H 16.18745 10.49222 -7.58027  0.157
H 15.17738 10.98754 -6.27476  0.387
H 15.65945 13.67421 -5.55670  0.299
H 15.42841 13.97067 -7.26460  0.266
H 16.93960 14.44057 -6.56162  0.290
C 14.41531 5.48271 -10.68079  -0.992
C 15.36370 6.68930 -10.54932  0.121
C 15.12911 7.95217 -11.45225  0.260
O 14.98727 7.55288 -12.74628  -0.514
C 16.26132 7.27760 -13.37321  -0.903
N 15.20989 6.98365 -9.13020  -0.744
H 13.37552 5.76773 -10.52048  0.122
H 14.69182 4.63406 -10.05514  0.225
H 14.46262 5.03312 -11.67262  0.435
H 16.35866 6.33806 -10.82281  0.287
H 15.94711 8.67195 -11.42256  0.513
H 14.24914 8.45175 -11.04707  -0.391
H 16.00834 6.93060 -14.37505  0.285
H 16.76199 6.44557 -12.87807  0.301
H 16.85234 8.19149 -13.43323  0.335
H 15.56899 7.89828 -8.89651  0.269
H 14.22441 7.18734 -9.04396  0.207
C 17.89012 10.18099 -20.93742  -1.525
C 17.43760 11.14535 -19.90632  0.398
C 16.64340 10.46067 -18.70623  -0.647
O 16.44253 11.49455 -17.78617  -0.339
C 16.08825 11.21218 -16.45788  -0.605
N 18.57885 11.73691 -19.32715  -0.740
H 18.50328 10.71330 -21.66459  0.391
H 17.01820 9.85286 -21.50327  0.380
H 18.32475 9.28095 -20.50254  0.365
H 16.82837 11.93226 -20.35096  0.320
H 17.19995 9.62602 -18.27996  0.349
H 15.79183 10.08051 -19.27050  0.281
H 16.87727 10.60269 -16.01734  0.386
H 15.11282 10.76900 -16.25730  0.225
H 16.11317 12.18817 -15.97319  0.196
H 19.20738 11.00127 -19.03755  0.270
H 18.24961 12.19562 -18.48972  0.315
C 12.47859 9.20290 -14.92948  -1.804
C 11.88500 9.00263 -13.53920  2.374
C 10.42021 9.43264 -13.43310  -0.740
O 10.18741 10.81920 -13.31227  -0.348
C 9.68351 11.27077 -14.65938  -0.640
N 12.12434 7.66025 -13.08869  -0.354
H 12.30373 10.16323 -15.41455  0.388
H 12.06337 8.48165 -15.63340  0.353
H 13.56572 9.20825 -14.85057  0.295
H 12.49514 9.65702 -12.91662  -0.783
H 9.93868 9.00618 -12.55312  0.276
H 9.83982 8.94272 -14.21490  0.083
H 9.64216 12.35966 -14.68592  0.286
H 8.62664 11.01243 -14.72566  0.197
H 10.09056 10.82420 -15.56657  0.319
H 13.10542 7.53277 -12.88541  0.262
H 11.48272 7.24808 -12.42647  0.013
C 6.42338 15.34740 -15.26675  -1.585
C 5.81334 13.90869 -15.27698  0.002
C 5.06063 13.73953 -16.68303  -0.770
O 4.45201 12.43887 -16.66404  0.018
C 3.17930 12.14903 -16.04911  -0.995
N 6.87576 12.96368 -15.15831  -0.230
H 6.92417 15.43111 -14.30223  0.402
H 5.69164 16.15503 -15.24738  0.404
H 7.10720 15.52454 -16.09688  0.365
H 5.15765 13.69445 -14.43301  0.490
H 5.86131 13.68989 -17.42097  0.321
H 4.28145 14.50126 -16.71026  0.395
H 3.06727 12.31090 -14.97703  0.354
H 2.87467 11.10828 -16.15929  0.294
H 2.33138 12.70446 -16.44989  0.358
H 6.35601 12.13330 -15.40416  -0.001
H 7.48452 13.25503 -15.90972  0.267

Computed properties:
- E_LUMO: 0.39 eV
- Energy above the lowest of the compared OMol25 structures with the same formula, charge and spin: 96.5 kcal per mole
- SMILES string: COC[C@H](C)N.COC[C@H](C)N.COC[C@H](C)N.COC[C@H](C)N.COCCNCCOC.COCCNCCOC.COCCNCCOC.COCCNCCOC
- Highest occupied orbital energy: -0.3186 hartree
- Largest force on an atom: 3.8 eV/A
- DFT total energy: -2926.84767 Eh

=====

# 2
10 unconnected molecules or ions with the total composition C40H110N10O10 in a non-equilibrium geometry. Source: the OMol25 dataset; level of theory: wB97M-V/def2-TZVPD.

Last column: Mulliken charge in e.
Positions of all 170 atoms, in Å:
C 2.44369 23.53895 14.06722  -1.234
C 1.20493 24.50635 14.25745  0.060
C 0.94363 25.21214 12.96306  1.854
O 2.01343 25.97108 12.45023  -0.457
C 2.35895 27.20445 13.02213  -0.775
N -0.01561 23.73933 14.55471  -0.342
H 3.34826 24.12795 14.00793  0.482
H 2.32584 23.05583 13.12670  0.113
H 2.53099 22.76474 14.88505  0.279
H 1.53141 25.26703 15.01797  0.429
H 0.05441 25.80381 13.20000  -0.488
H 0.75489 24.47827 12.20227  -1.113
H 3.26688 27.55399 12.53710  0.281
H 2.49226 27.17215 14.07676  0.355
H 1.60000 27.93869 12.78709  0.232
H 0.21806 23.08870 15.27965  0.292
H -0.71312 24.38589 14.97936  0.210
C 0.20994 19.83678 15.67991  -1.824
C 0.55717 20.12089 14.23240  2.638
C 2.04112 19.73534 14.08705  -1.318
O 2.36765 19.49810 12.73620  0.062
C 3.66387 19.04639 12.49529  -0.936
N -0.37616 19.46003 13.28313  -0.510
H 0.96985 20.25767 16.34164  0.397
H 0.24349 18.77995 15.86963  0.458
H -0.71490 20.26069 16.02380  0.348
H 0.46486 21.16862 14.00222  -1.315
H 2.33941 18.82764 14.60972  0.483
H 2.69712 20.47127 14.49982  0.403
H 3.87629 18.07263 12.97752  0.350
H 4.39069 19.79684 12.84287  0.379
H 3.89718 18.89136 11.41910  0.158
H -0.49857 20.08360 12.47447  0.196
H 0.11394 18.69776 12.83688  0.100
C 2.17529 15.30632 7.17844  -1.748
C 2.90687 16.36044 8.01221  1.832
C 3.01937 15.84267 9.45019  -0.652
O 1.78738 15.61090 10.12882  -0.393
C 1.07361 16.75667 10.53242  -0.003
N 4.18393 16.63820 7.45688  -0.778
H 1.33551 14.80021 7.68741  0.347
H 2.88254 14.50764 6.90410  0.437
H 1.74219 15.60809 6.26400  0.441
H 2.14629 17.16865 7.95606  -0.761
H 3.62579 16.54247 10.07577  0.128
H 3.58493 14.90722 9.40977  0.341
H 0.94545 17.48411 9.71373  -0.076
H 1.49918 17.26947 11.39770  0.024
H 0.04374 16.40195 10.77211  0.319
H 4.16503 16.65539 6.44828  0.272
H 4.46490 17.59067 7.64870  0.265
C -3.42522 19.58813 7.21924  -0.758
C -2.16022 18.97438 7.86298  -0.001
C -0.91372 19.66412 7.26983  1.221
O -0.82726 19.53966 5.82728  -0.372
C -0.63919 18.19698 5.45403  -0.692
N -2.24852 19.17434 9.36115  -0.650
H -3.31529 19.56712 6.13164  0.324
H -3.37725 20.64085 7.54894  -0.143
H -4.34240 19.13942 7.57041  0.448
H -2.09788 17.93079 7.65250  0.409
H 0.04516 19.25779 7.65886  0.057
H -0.96748 20.75627 7.52124  -0.919
H 0.15247 17.79295 6.06919  0.178
H -0.41685 18.19297 4.41026  0.304
H -1.54480 17.61220 5.58686  0.289
H -1.30252 19.00762 9.73721  0.132
H -2.42921 20.14729 9.55464  0.200
C -1.82768 27.55556 6.54349  -1.710
C -2.79014 27.39829 7.71324  2.538
C -2.18021 27.75285 9.04626  -1.240
O -0.94666 26.97875 9.22618  -0.234
C -0.14086 27.57961 10.17762  -0.677
N -4.02085 28.22972 7.44423  -0.771
H -0.99951 26.79044 6.48552  0.196
H -1.26230 28.53160 6.59026  0.415
H -2.33837 27.45649 5.58310  0.468
H -3.15565 26.37821 7.69330  -1.017
H -2.78423 27.61736 9.93165  0.265
H -1.92600 28.80643 9.06158  0.701
H 0.77413 26.97532 10.28338  0.263
H -0.60123 27.69355 11.20504  0.009
H 0.10706 28.57148 9.86758  0.619
H -3.80286 29.21149 7.26526  0.315
H -4.60506 28.23248 8.28241  0.035
C -5.16139 24.46158 13.74327  -1.830
C -4.89263 23.40308 12.65604  2.879
C -3.72533 22.58520 13.04878  -0.180
O -4.09217 21.67172 14.06359  -0.475
C -2.96961 20.83013 14.37468  -0.362
N -6.07401 22.57407 12.41220  -0.602
H -6.12508 24.97961 13.51591  0.441
H -4.36513 25.22356 13.64214  0.091
H -5.19740 23.99539 14.75531  0.402
H -4.66259 23.96786 11.70058  -1.463
H -2.88819 23.24717 13.44351  -0.214
H -3.40960 22.04856 12.15704  0.232
H -2.10438 21.41415 14.78676  -0.077
H -2.65926 20.30370 13.45813  0.300
H -3.37659 20.08357 15.10090  0.313
H -6.23622 21.92582 13.17205  0.331
H -5.98451 22.09262 11.56858  0.238
C -5.00933 29.88220 15.52073  -1.393
C -5.45040 29.35103 14.10430  0.425
C -4.67990 28.10442 13.76499  -0.032
O -3.31156 28.35062 13.86818  -0.413
C -2.39803 27.28561 13.85693  -0.459
N -6.89479 29.03799 14.00327  -0.532
H -5.83204 30.27973 16.08362  0.441
H -4.10088 30.55956 15.50355  0.267
H -4.71324 28.99845 16.15005  0.265
H -5.30106 30.18363 13.36749  0.365
H -4.96708 27.66567 12.81931  -0.227
H -5.02542 27.39971 14.54390  0.214
H -1.39981 27.66610 14.00869  0.383
H -2.29104 26.86527 12.87240  -0.171
H -2.64913 26.47348 14.54788  0.433
H -7.22727 28.37311 14.65792  0.176
H -7.45082 29.88471 14.04372  0.248
C -5.39673 24.48300 4.97276  -1.756
C -4.38987 23.52126 5.56374  0.963
C -3.02765 23.81761 5.04528  -1.059
O -2.21952 22.66698 5.47700  -0.067
C -1.00205 22.63705 4.89575  -0.739
N -4.31060 23.56816 7.06082  0.128
H -6.39221 24.42469 5.42055  0.309
H -5.32902 24.26494 3.91362  0.562
H -5.03909 25.51809 5.08417  0.237
H -4.62797 22.53210 5.23404  0.164
H -2.68615 24.77461 5.52730  -0.016
H -2.86437 24.01840 3.98573  0.606
H -0.97077 22.62382 3.82407  0.389
H -0.49225 21.71021 5.22741  0.091
H -0.32957 23.52259 5.10156  0.247
H -5.02021 23.02982 7.55994  0.303
H -3.38216 23.27298 7.31992  -0.406
C -6.98124 24.19642 9.39245  -1.250
C -6.67696 25.69405 9.10014  -0.092
C -5.78696 26.25428 10.21512  1.467
O -5.51081 27.65950 10.14352  -0.298
C -6.62383 28.47201 10.53760  -0.902
N -6.11169 25.81186 7.79754  -0.217
H -7.43103 24.19035 10.38663  0.501
H -6.03451 23.64471 9.45604  -0.152
H -7.68597 23.65174 8.74834  0.341
H -7.56663 26.33550 9.16769  0.493
H -4.80324 25.74399 10.13478  -1.313
H -6.08395 26.06860 11.29228  0.262
H -6.44308 29.50179 10.25116  0.198
H -6.70844 28.45602 11.60081  0.304
H -7.50796 28.16502 9.99116  0.435
H -5.93581 26.75799 7.47558  0.399
H -5.26215 25.25373 7.75196  -0.165
C -2.14158 24.44923 10.66225  1.664
C -0.99420 23.89218 9.87801  0.398
C -0.46154 22.56587 10.48803  0.373
O 0.61922 21.93106 9.87760  -0.195
C 1.86699 22.53368 9.95440  -0.691
N -1.38371 23.61122 8.50118  0.665
H -3.04061 23.85283 10.37262  -0.024
H -2.40254 25.46965 10.45720  -1.149
H -2.02995 24.26883 11.74898  -0.383
H -0.26190 24.70612 9.93629  -0.306
H -1.27818 21.83647 10.53672  -0.631
H -0.22377 22.80068 11.52050  -0.442
H 2.44423 22.19812 10.81036  0.069
H 1.83926 23.62929 9.86936  0.240
H 2.40255 22.30318 8.99450  0.260
H -1.35877 24.44819 7.92445  -0.347
H -0.83098 22.97684 7.99888  0.068

Computed properties:
- E_LUMO: 0.47 eV
- Energy above the lowest of the compared OMol25 structures with the same formula, charge and spin: 57.7 kcal per mole
- SMILES string: COC[C@H](C)N.COC[C@H](C)N.COC[C@H](C)N.COC[C@H](C)N.COC[C@H](C)N.COC[C@H](C)N.COC[C@H](C)N.COC[C@H](C)N.COC[C@H](C)N.COC[C@H](C)N
- Highest occupied orbital energy: -0.3040 hartree
- Largest force on an atom: 3.3 eV/A
- DFT total energy: -2889.71928 Eh

=====

Q: Among the records above, which one has the highest E_LUMO?
A: C40H110N10O10

=====

Q: Look up the DFT total energy of the first one.
A: -2926.84767 Eh

=====

Q: The highest DFT total energy belongs to which entry?
A: C40H110N10O10